Entry 1:
Below is a molecular structure, C2H7N3O in a non-equilibrium geometry, with properties calculated with ωB97M-V/def2-TZVPD.

XYZ file:
```
13
Properties=species:S:1:pos:R:3:forces:R:3
C 2.0917 -0.6126 -0.0474 -0.072 1.631 0.299
N -0.0754 -0.6595 0.5115 -5.550 -2.240 -0.792
N -1.8160 -0.0806 0.4822 0.986 0.621 -0.178
C 0.7947 0.2681 0.2479 2.572 -0.794 -0.382
N -2.1723 0.8083 -0.5357 0.165 -0.578 0.020
O 0.7781 1.4740 0.3707 -0.357 0.344 -0.440
H -1.1314 -1.1528 0.0481 1.920 1.362 1.310
H -1.7569 0.4616 1.3405 -0.128 -0.553 0.112
H -2.4370 0.2899 -1.3660 0.117 0.124 0.124
H -1.4648 1.5027 -0.7405 0.173 0.083 0.108
H 2.5439 -0.1538 -0.9252 0.270 -0.061 0.032
H 1.9185 -1.6704 -0.2171 -0.272 0.111 0.048
H 2.7269 -0.4749 0.8312 0.175 -0.051 -0.260
```
Forces are in eV/Å.

## Properties
Spin multiplicity: 1
ΔE to the lowest compared entry with this formula, charge and spin: 128.9 kcal/mol
HOMO-LUMO gap: 10.083 eV
F_max: 6.04 eV/A
E_HOMO: -9.273 eV

***

Entry 2:
Below is C2H7N3O in the gas phase in a non-equilibrium geometry, with properties calculated with ωB97M-V/def2-TZVPD.

XYZ file:
```
13
Properties=species:S:1:pos:R:3:forces:R:3
C 0.2517 0.3799 -0.0331 1.807 3.409 3.156
C 1.1407 -0.8357 0.0493 -1.801 -3.177 2.019
H -2.2298 -0.7484 -0.8373 -1.579 -1.262 -1.091
H -2.6389 -0.5870 0.7389 -0.697 0.412 0.677
H -1.7282 1.3511 0.0960 2.229 -1.139 -0.371
H 0.4825 2.1996 -0.1594 -0.011 1.308 0.418
H 0.7404 -1.4275 -0.7675 0.277 -0.961 -0.253
H 1.0834 -1.4639 1.0661 -0.949 1.290 -2.094
H 2.4204 0.4954 -0.2446 0.445 -2.602 0.837
N -1.9070 -0.7293 0.0882 2.600 1.081 -1.032
N -1.1233 0.5053 -0.1221 -1.070 -0.943 1.044
N 1.0354 1.4272 0.1652 -1.728 -1.024 -1.969
O 2.4727 -0.5668 -0.0397 0.478 3.608 -1.342
```
Forces are in eV/Å.

## Properties
Spin multiplicity: 1
ΔE to the lowest compared entry with this formula, charge and spin: 87.0 kcal/mol
HOMO-LUMO gap: 9.978 eV
F_max: 4.98 eV/A
E_HOMO: -9.391 eV
SMILES: [H]/N=C(/CO)NN

***

Entry 3:
Below is 2 unconnected molecules or ions with the total composition C2H7N3O in a non-equilibrium geometry, with properties calculated with ωB97M-V/def2-TZVPD.

XYZ file:
```
13
Properties=species:S:1:pos:R:3:forces:R:3
C 1.5601 1.9362 0.0872 -1.320 2.961 1.710
C -1.3342 -0.1883 1.4189 1.170 -0.464 -2.646
N -2.1061 -0.4474 -0.7823 -1.384 -2.858 -1.070
N 0.6065 1.1647 -0.1550 3.381 -2.795 -0.627
N -1.7919 -1.0167 0.3005 -0.206 -0.402 -2.136
O -2.1423 0.7251 -1.1206 0.450 2.090 0.275
H 2.6298 1.8019 0.3058 -0.422 -1.166 -0.699
H 1.2733 2.9826 0.3804 0.496 -0.258 -0.527
H -2.5403 -1.0641 -1.6138 1.370 0.591 2.596
H -1.9458 -0.6577 2.1331 -0.643 0.525 1.865
H -0.2608 -0.5043 1.5564 -1.086 0.739 0.115
H -1.4605 0.8600 1.0861 -0.086 -0.439 1.387
H -0.3012 1.5008 -0.2120 -1.720 1.476 -0.244
```
Forces are in eV/Å.

## Properties
Spin multiplicity: 1
ΔE to the lowest compared entry with this formula, charge and spin: 129.2 kcal/mol
HOMO-LUMO gap: 10.579 eV
F_max: 4.43 eV/A
E_HOMO: -9.558 eV
SMILES: C/N=[NH+]\[O-].C=N

***

Entry 4:
Below is a molecular structure, C2H7N3O2 in a non-equilibrium geometry, with properties calculated with ωB97M-V/def2-TZVPD.

XYZ file:
```
14
Properties=species:S:1:pos:R:3:forces:R:3
N -0.8893 -1.8539 0.7048 0.106 0.585 -0.392
C -1.9290 -1.3273 -0.1107 -0.014 -0.391 0.943
O -2.7376 -2.0793 -0.5988 -0.295 -0.384 -0.511
O -1.9316 -0.0360 -0.1978 0.429 0.781 -0.375
H -0.7235 -1.2967 1.5249 0.085 0.145 0.097
H -1.0699 -2.8048 0.9391 -0.102 -0.614 0.095
N 2.2678 1.5553 -0.0069 0.261 0.145 0.300
C 0.9681 1.2567 0.0463 0.209 0.116 -0.089
N 0.2339 0.8384 -0.8995 0.343 -0.080 -0.723
H 2.8106 1.4098 -0.8379 0.038 0.001 -0.080
H 2.7380 1.8781 0.8199 0.036 -0.030 -0.089
H 0.4809 1.3998 0.9947 -0.054 0.082 0.408
H -0.8739 0.4126 -0.5750 -1.039 -0.450 0.297
H 0.6554 0.6472 -1.8032 -0.003 0.094 0.120
```
Forces are in eV/Å.

## Properties
Spin multiplicity: 1
ΔE to the lowest compared entry with this formula, charge and spin: 19.3 kcal/mol
HOMO-LUMO gap: 8.928 eV
F_max: 1.17 eV/A
E_HOMO: -8.758 eV

***

Entry 5:
Below is 2 unconnected molecules or ions with the total composition C2H7N3O2 in a non-equilibrium geometry, with properties calculated with ωB97M-V/def2-TZVPD.

XYZ file:
```
14
Properties=species:S:1:pos:R:3:forces:R:3
C 1.1281 0.0418 0.0636 -0.207 -0.859 -1.279
C -1.1381 0.0518 -0.4727 0.155 1.102 -0.617
N 2.0007 -0.8328 -0.6774 0.111 0.821 0.619
N -0.5415 1.1844 -0.8857 -0.130 0.666 -0.322
N -0.1732 -0.5741 0.2226 1.741 0.371 -0.185
O 0.8340 1.2286 -0.6622 -0.192 0.759 -0.394
O -2.2622 -0.2481 -0.7620 -1.348 -0.793 0.349
H 1.5204 0.3966 0.9648 0.994 0.159 1.608
H -0.6324 -1.8853 -2.1165 0.097 -0.178 -0.181
H 1.4422 -1.6108 -0.9349 0.145 -0.932 -0.517
H 2.9463 -1.0476 -0.3574 -0.775 0.246 0.095
H -0.9815 1.8955 -1.4272 0.259 0.213 -0.425
H -0.2588 -1.2851 0.8672 -0.702 -1.670 1.182
H -0.1300 -2.2607 -2.5248 -0.148 0.093 0.068
```
Forces are in eV/Å.

## Properties
Spin multiplicity: 1
ΔE to the lowest compared entry with this formula, charge and spin: 86.5 kcal/mol
HOMO-LUMO gap: 9.648 eV
F_max: 2.16 eV/A
E_HOMO: -8.879 eV
SMILES: N[C@@H]1NC(=O)NO1.[H][H]

***

Entry 6:
Below is 2 unconnected molecules or ions with the total composition C2H7N3O2 in a non-equilibrium geometry, with properties calculated with ωB97M-V/def2-TZVPD.

XYZ file:
```
14
Properties=species:S:1:pos:R:3:forces:R:3
C -0.5425 3.4350 -2.6093 1.677 -1.844 -1.444
C -0.0469 0.2260 0.4946 0.163 -0.587 -1.745
N 1.1945 0.8364 -0.2622 -2.938 -0.708 0.127
N -1.3063 0.6637 -0.0513 0.854 0.956 0.427
N -1.6171 -0.0826 -1.1778 -1.386 -1.926 -1.624
O -0.9002 4.2894 -1.9439 -1.008 1.385 1.085
O -0.0697 2.5852 -3.2573 -0.669 0.491 0.344
H -0.1079 0.4736 1.5170 0.373 0.734 1.306
H -0.1697 -0.9181 0.4639 1.348 1.393 -0.264
H 1.9057 0.5852 0.3624 1.670 -0.292 0.783
H 1.1952 1.8723 -0.3163 -0.559 -0.958 0.398
H -1.3876 -1.1305 -1.2408 1.128 0.073 0.384
H -2.6337 -0.3082 -1.1603 -0.540 0.931 -0.431
H -1.3875 0.2339 -2.2404 -0.114 0.352 0.652
```
Forces are in eV/Å.

## Properties
Spin multiplicity: 3
ΔE to the lowest compared entry with this formula, charge and spin: 46.9 kcal/mol
HOMO-LUMO gap (alpha / beta): 4.561 / 8.693 eV
F_max: 3.02 eV/A
E_HOMO (alpha / beta): -4.071 / -10.704 eV

***

Entry 7:
Below is C2H7N3OS in the gas phase in a non-equilibrium geometry, with properties calculated with ωB97M-V/def2-TZVPD.

XYZ file:
```
14
Properties=species:S:1:pos:R:3:forces:R:3
C -0.5950 1.6837 -0.2199 -0.178 0.570 0.704
C 0.5231 -0.4071 -0.1187 -1.207 0.215 0.400
H -0.2075 2.6984 -0.3959 -0.007 -0.479 0.064
H -1.4130 1.7360 0.5033 0.000 0.182 -0.092
H -0.9661 1.2558 -1.1304 -0.111 -0.139 -0.579
H -0.3117 -2.0897 -0.5949 0.368 -1.222 -0.360
H -1.3141 -0.9214 1.4095 -0.415 -0.122 -0.897
H -2.3027 -0.3350 0.1430 0.826 -1.498 0.987
H 3.8296 -1.1268 0.1308 0.065 -0.010 -0.072
N -0.6310 -1.1630 -0.5006 0.171 2.199 0.952
N -1.6880 -1.1409 0.4625 -0.870 1.745 -0.199
N 1.6069 -1.0089 -0.1347 2.291 -0.544 -0.159
O 0.4403 0.8769 0.3425 -0.538 -0.599 -0.847
S 3.0293 -0.0578 0.1036 -0.394 -0.297 0.098
```
Forces are in eV/Å.

## Properties
Spin multiplicity: 1
ΔE to the lowest compared entry with this formula, charge and spin: 31.0 kcal/mol
HOMO-LUMO gap: 9.171 eV
F_max: 2.40 eV/A
E_HOMO: -8.379 eV
SMILES: CO/C(=N\S)NN

***

Entry 8:
Below is a molecular structure, C2H7N3P in a non-equilibrium geometry, with properties calculated with ωB97M-V/def2-TZVPD.

XYZ file:
```
13
Properties=species:S:1:pos:R:3:forces:R:3
C 0.3676 -0.4128 -0.8152 -0.843 1.378 -0.696
C -0.9824 0.2760 0.9175 -0.749 1.853 -0.973
N 1.8688 0.9803 2.0749 1.652 0.427 3.642
N -0.8967 -0.2196 -0.4642 -1.507 -1.783 -1.059
N 0.7294 -1.1065 -1.8285 -0.939 -0.854 -0.793
P 0.8055 0.8351 0.8597 -0.194 -2.459 -0.807
H -1.7838 1.0512 0.9026 0.838 -0.299 0.529
H -1.2077 -0.4648 1.6449 -0.061 -0.776 0.546
H 2.0283 0.2697 2.8185 -0.447 0.556 -0.681
H -1.7736 -0.5666 -1.0291 2.118 0.670 1.489
H 1.5902 -1.1388 -2.3472 0.355 0.263 0.425
H -0.0648 -1.5715 -2.2329 0.040 -0.756 -0.925
H 0.6723 2.0674 0.3872 -0.260 1.780 -0.697
```
Forces are in eV/Å.

## Properties
Spin multiplicity: 3
ΔE to the lowest compared entry with this formula, charge and spin: 31.4 kcal/mol
HOMO-LUMO gap (alpha / beta): 6.875 / 7.866 eV
F_max: 4.02 eV/A
E_HOMO (alpha / beta): -10.259 / -14.819 eV
Charge: +1

***

Entry 9:
Below is 2 unconnected molecules or ions with the total composition C2H7N3S in a non-equilibrium geometry, with properties calculated with ωB97M-V/def2-TZVPD.

XYZ file:
```
13
Properties=species:S:1:pos:R:3:forces:R:3
C -0.5212 0.0301 1.6993 0.543 2.028 0.912
C -1.5199 -1.0394 1.7420 -0.273 -2.058 3.853
N 0.1959 0.6246 -1.2850 -0.959 -0.252 0.407
N 1.2042 0.9077 -1.9527 1.021 0.979 -0.775
N 1.9616 0.0983 -2.5577 0.572 -0.863 -0.874
S 0.9421 0.3163 2.4230 -1.858 -0.889 -0.932
H -1.0246 0.8435 1.1820 0.805 0.511 -0.424
H -1.3132 -1.7306 2.7123 -0.268 0.906 -2.740
H -1.5522 -1.5175 0.7768 0.068 -0.718 -0.201
H -2.5644 -0.6801 1.9452 1.012 0.238 -0.401
H 0.1662 -0.3668 -1.4990 -0.731 -0.809 0.638
H 1.4360 1.8822 -2.0312 -0.061 0.902 0.272
H 2.5897 0.6317 -3.1551 0.129 0.024 0.265
```
Forces are in eV/Å.

## Properties
Spin multiplicity: 1
ΔE to the lowest compared entry with this formula, charge and spin: 89.7 kcal/mol
HOMO-LUMO gap: 8.512 eV
F_max: 4.38 eV/A
E_HOMO: -8.515 eV

***

Entry 10:
Below is C2H7N3S in the gas phase, with properties calculated with ωB97M-V/def2-TZVPD.

XYZ file:
```
13
Properties=species:S:1:pos:R:3:forces:R:3
C -1.4396 1.2363 -0.3286 -0.266 -0.869 -0.326
C -0.2544 0.4953 0.2522 -0.368 0.062 -0.366
H -1.8023 1.9505 0.3767 -0.161 0.406 0.461
H -2.2714 0.5525 -0.5990 0.457 0.211 0.223
H -1.1588 1.7491 -1.2376 0.166 0.221 -0.311
H -0.2498 -0.4971 -1.5096 -0.128 0.101 -0.085
H 1.8495 -1.5860 -0.9602 0.133 -0.051 -0.154
H 0.5090 -2.2989 -0.2822 0.252 0.202 -0.013
H 1.9363 -0.7537 1.5229 -0.202 0.341 0.279
N 0.3302 -0.3439 -0.7013 0.088 0.109 0.218
N 1.0879 -1.4589 -0.3154 -0.336 -0.332 0.186
N 0.0736 0.7660 1.4438 0.263 -0.219 0.129
S 1.3898 0.1888 2.3382 0.103 -0.180 -0.241
```
Forces are in eV/Å.

## Properties
Spin multiplicity: 1
ΔE to the lowest compared entry with this formula, charge and spin: 32.0 kcal/mol
HOMO-LUMO gap: 8.653 eV
F_max: 0.97 eV/A
E_HOMO: -7.926 eV
SMILES: C/C(=N/S)NN

***

Entry 11:
Below is a gas-phase ion, C2H7N4 (charge +1) in a non-equilibrium geometry, with properties calculated with ωB97M-V/def2-TZVPD.

XYZ file:
```
13
Properties=species:S:1:pos:R:3:forces:R:3
C -0.9206 -1.2753 -0.2178 0.726 5.173 -0.702
C 0.4685 0.4072 -0.4830 -0.762 -3.945 -1.173
N -0.4217 1.3528 -0.0231 0.827 1.076 -1.086
N -1.6009 1.0370 0.2532 0.292 0.018 0.500
N -1.8903 -0.2338 0.2552 1.868 -2.689 -1.237
N 1.7979 0.5793 0.3302 -1.728 -1.604 -0.027
H -1.0416 -1.6094 -1.2442 -0.023 0.181 0.221
H -0.3861 -1.8662 0.4583 -0.161 -1.201 1.281
H 0.8220 0.1738 -1.5400 -1.120 1.064 1.168
H -2.7128 -0.4629 0.7583 -0.763 -0.151 0.374
H 1.2929 0.7084 1.2412 1.757 -0.023 -0.231
H 2.1204 1.4847 -0.0448 0.697 -0.478 0.605
H 2.4723 -0.2958 0.2564 -1.612 2.579 0.307
```
Forces are in eV/Å.

## Properties
Spin multiplicity: 1
ΔE to the lowest compared entry with this formula, charge and spin: 134.8 kcal/mol
HOMO-LUMO gap: 9.596 eV
F_max: 5.27 eV/A
E_HOMO: -13.725 eV
Charge: +1

***

Entry 12:
Below is a gas-phase ion, C2H7N4 (charge +1) in a non-equilibrium geometry, with properties calculated with ωB97M-V/def2-TZVPD.

XYZ file:
```
13
Properties=species:S:1:pos:R:3:forces:R:3
C 1.0373 0.4579 0.0204 -2.858 1.629 -1.051
C -1.0829 -0.5100 -0.2638 3.943 0.104 -3.682
N -0.3018 1.6888 -0.0955 4.635 -2.046 0.093
N 0.4148 -0.7012 -0.0527 -2.243 0.160 0.403
N 2.3598 0.6092 -0.0356 -3.470 3.005 0.713
N -1.3462 0.7874 0.1932 -2.769 1.542 2.712
H -1.2344 -0.5308 -1.3489 -0.254 -0.312 0.237
H -1.6161 -1.1555 0.2760 -2.074 -3.056 1.738
H 0.7694 -1.6550 -0.0786 0.240 0.474 0.025
H 2.5414 1.6301 -0.0270 1.090 -1.288 -0.123
H 2.9481 -0.1468 -0.2650 1.070 -0.452 -0.262
H -2.2926 1.1608 -0.1960 2.102 -0.544 0.349
H -1.5841 0.6537 1.2402 0.588 0.784 -1.151
```
Forces are in eV/Å.

## Properties
Spin multiplicity: 1
ΔE to the lowest compared entry with this formula, charge and spin: 111.9 kcal/mol
HOMO-LUMO gap: 9.752 eV
F_max: 5.40 eV/A
E_HOMO: -13.029 eV
SMILES: NC1=N[NH2+]CN1
Charge: +1